276
Properties=species:S:1:pos:R:3:forces:R:3:lowdin_charge:R:1 method="wB97M-V/def2-TZVPD" energy_ha=-10265.04536 orbital_gap_ev=8.61
C 10.693 3.811 21.542 0.60 -0.97 -1.14 -0.34
O 9.895 3.160 22.160 -0.57 0.02 0.57 0.03
N 11.178 3.470 20.299 -0.25 0.61 1.67 -0.18
C 12.258 4.286 19.840 0.57 -0.22 -1.32 -0.08
C 10.729 2.307 19.576 -0.80 -0.40 -0.14 -0.07
H 11.221 4.714 21.888 -0.40 0.11 0.37 0.13
H 13.033 3.589 19.518 0.34 0.37 -0.26 0.07
H 12.682 4.979 20.567 -0.22 -0.41 0.43 0.08
H 11.952 4.935 19.020 0.07 -0.17 -0.42 0.09
H 11.332 1.400 19.579 0.99 0.43 0.18 0.04
H 9.823 1.918 20.041 -0.24 0.55 0.02 0.08
H 10.528 2.531 18.528 -0.07 0.19 -0.01 0.09
C 9.016 -2.894 17.845 0.24 1.25 -1.09 -0.31
O 8.760 -3.628 16.900 -0.01 0.21 1.11 0.01
N 8.827 -1.530 17.809 -0.22 -1.30 1.29 -0.17
C 9.224 -0.661 18.947 -0.29 -0.96 0.02 -0.05
C 8.125 -0.917 16.716 0.01 1.77 0.10 -0.07
H 9.543 -3.174 18.771 -0.13 -0.44 0.04 0.13
H 9.249 -1.239 19.871 0.00 -0.29 -0.03 0.08
H 8.499 0.128 19.145 -0.08 0.01 -0.42 0.09
H 10.224 -0.236 18.860 -0.06 0.06 -0.51 0.03
H 7.226 -0.390 17.031 -0.25 -0.12 0.56 0.09
H 8.806 -0.099 16.482 -0.21 0.14 -1.15 0.06
H 7.777 -1.512 15.871 0.91 -0.43 0.23 0.10
C 18.347 -8.012 17.584 -0.10 0.85 -1.08 -0.34
O 17.711 -7.586 16.617 0.38 -0.29 0.97 0.00
N 18.462 -7.404 18.788 1.07 -2.12 -0.73 -0.17
C 19.242 -8.121 19.847 -1.19 1.82 0.32 -0.02
C 17.805 -6.144 19.026 -0.15 -0.43 0.74 -0.04
H 18.962 -8.920 17.489 -0.18 -0.15 0.18 0.14
H 20.158 -7.570 20.062 0.18 -0.13 -0.06 0.08
H 19.448 -9.183 19.718 -0.22 0.22 -0.67 0.09
H 18.596 -8.007 20.718 0.20 -0.28 0.36 0.05
H 18.510 -5.314 18.993 -0.16 0.03 -0.16 0.08
H 16.988 -6.033 18.312 0.38 0.08 0.00 0.06
H 17.394 -6.190 20.034 -0.06 0.26 0.03 0.07
C 15.088 -2.431 13.134 0.07 0.29 -0.47 -0.30
O 13.912 -2.652 13.322 -0.82 -0.50 0.54 0.00
N 15.512 -1.284 12.575 -1.17 0.26 0.25 -0.18
C 16.867 -0.954 12.421 0.67 0.48 -0.22 -0.07
C 14.597 -0.239 12.132 -1.09 -1.30 0.14 -0.03
H 15.891 -3.153 13.350 0.04 0.16 0.10 0.12
H 17.084 -0.887 11.355 0.42 0.03 -0.14 0.09
H 17.514 -1.683 12.909 -0.06 0.30 0.09 0.07
H 16.915 0.050 12.844 1.04 0.06 0.05 0.08
H 14.506 0.635 12.778 0.87 0.26 -0.03 0.09
H 14.807 -0.021 11.085 0.02 0.43 0.13 0.10
H 13.591 -0.651 12.206 -0.03 -0.22 -0.36 0.07
C 18.127 -2.744 16.499 -2.73 -1.10 -0.67 -0.36
O 17.628 -2.790 15.367 0.07 0.66 0.46 -0.02
N 19.393 -2.725 16.742 4.72 0.66 0.34 -0.14
C 20.393 -2.496 15.637 -1.40 -0.17 1.27 0.00
C 20.019 -3.004 18.055 -1.57 0.53 0.14 -0.03
H 17.525 -2.831 17.416 -0.30 0.01 -0.06 0.12
H 20.833 -3.482 15.485 0.39 0.37 -0.59 0.08
H 21.100 -1.741 15.980 0.18 -0.23 -0.01 0.09
H 19.841 -2.088 14.790 0.20 -0.41 -0.09 0.07
H 20.159 -2.122 18.679 0.54 0.49 -0.67 0.06
H 19.295 -3.512 18.694 0.08 -0.65 -0.33 0.05
H 20.951 -3.560 17.956 -0.22 -0.03 -0.12 0.10
C 19.690 -4.241 21.899 -0.97 -1.12 -0.82 -0.29
O 18.753 -5.047 21.945 0.91 1.06 0.36 -0.02
N 19.612 -2.983 21.384 1.28 -1.30 1.06 -0.20
C 20.798 -2.171 21.310 1.08 -0.48 0.17 -0.06
C 18.358 -2.379 21.224 -1.37 1.05 -0.91 -0.06
H 20.698 -4.575 22.191 0.09 0.34 -0.04 0.14
H 20.875 -1.570 20.404 -0.56 0.32 0.30 0.08
H 21.664 -2.824 21.204 0.02 -0.23 0.16 0.09
H 20.975 -1.607 22.225 -0.21 0.46 -0.15 0.10
H 18.247 -1.463 21.804 0.11 -0.05 0.48 0.10
H 18.289 -2.030 20.194 -0.49 -0.15 -0.23 0.08
H 17.553 -3.078 21.454 0.13 0.08 -0.17 0.09
C 11.727 -1.936 22.748 0.00 1.44 -0.64 -0.32
O 10.726 -2.027 22.060 0.47 -0.45 0.22 0.01
N 12.482 -0.796 22.847 0.06 0.10 0.77 -0.19
C 13.414 -0.692 23.924 1.53 -0.28 0.51 -0.08
C 12.258 0.422 22.093 -1.17 -0.63 -0.71 -0.05
H 12.212 -2.724 23.344 -0.48 -0.33 -0.01 0.13
H 14.313 -0.169 23.597 0.04 0.12 -0.19 0.08
H 13.780 -1.667 24.246 -0.19 -0.24 -0.13 0.08
H 13.118 -0.191 24.846 -0.71 0.23 -0.15 0.09
H 13.189 0.929 21.842 0.09 -0.20 0.11 0.10
H 11.755 0.089 21.185 0.15 0.20 -0.15 0.05
H 11.556 1.126 22.540 0.10 0.02 0.45 0.09
C 9.997 -10.207 18.002 0.08 1.05 -1.51 -0.30
O 9.925 -9.751 16.840 0.34 -0.77 2.86 -0.02
N 10.303 -9.528 19.150 0.53 0.68 -0.40 -0.17
C 10.815 -8.164 19.216 -0.59 0.33 -1.59 -0.05
C 10.264 -10.071 20.483 -0.19 -1.33 -0.13 -0.07
H 9.830 -11.272 18.229 -0.21 -0.01 -0.13 0.13
H 11.805 -8.166 19.673 -0.15 0.14 0.42 0.07
H 10.077 -7.503 19.669 0.24 -0.23 0.57 0.07
H 10.920 -7.704 18.233 0.12 -0.52 -0.35 0.08
H 11.252 -10.168 20.933 0.24 0.60 0.03 0.08
H 9.597 -9.470 21.101 0.07 -0.09 0.14 0.08
H 9.937 -11.111 20.483 -0.49 0.04 -0.19 0.09
Cl 18.431 -9.071 26.035 0.12 0.03 0.45 0.60
C 18.983 -7.768 24.996 0.81 0.75 -0.82 -0.69
C 18.703 -8.096 23.549 -0.61 -0.17 0.58 -0.66
Cl 16.946 -8.118 23.258 -0.37 0.22 -0.38 0.58
H 20.063 -7.617 25.005 0.26 -0.59 0.59 0.08
H 18.619 -6.792 25.319 -0.62 -0.27 -0.04 0.08
H 18.989 -9.135 23.385 0.44 0.29 -0.33 0.06
H 19.164 -7.356 22.894 -0.09 -0.19 -0.08 0.04
Cl 11.929 0.418 16.605 0.13 -0.18 -0.53 0.59
C 12.183 -0.568 15.108 -0.21 -0.38 -0.86 -0.59
C 10.849 -0.887 14.385 0.48 0.14 1.29 -0.62
Cl 10.112 0.606 13.757 0.15 0.20 -0.43 0.56
H 12.787 -1.436 15.369 -0.64 -0.35 0.29 0.05
H 12.853 -0.079 14.401 -0.22 0.70 0.27 0.04
H 10.084 -1.211 15.091 0.39 -0.53 -0.09 0.03
H 10.989 -1.627 13.597 -0.03 0.21 0.00 0.06
Cl 14.787 -10.068 20.180 -0.31 -0.82 0.94 0.59
C 15.631 -9.031 19.061 -0.50 1.21 -0.48 -0.68
C 14.631 -8.656 17.943 0.69 -0.73 -0.38 -0.60
Cl 14.304 -10.126 16.909 0.07 0.64 0.34 0.52
H 16.583 -9.493 18.800 -0.45 -0.15 -0.55 0.06
H 15.889 -8.133 19.622 -0.10 0.17 -0.07 0.04
H 14.974 -7.868 17.273 0.28 -0.21 0.14 0.05
H 13.672 -8.343 18.358 0.19 -0.14 0.12 0.04
C 15.725 0.462 16.806 0.74 0.51 -0.51 -0.06
C 16.778 0.928 15.784 -1.81 -1.88 0.04 -0.26
O 16.565 2.336 15.659 1.98 1.87 -0.18 -0.18
P 17.871 3.320 15.716 0.08 0.73 -1.06 0.51
O 19.127 2.665 15.291 -0.81 0.39 0.98 -0.24
O 17.877 3.926 17.228 0.29 -0.40 -1.70 -0.18
C 16.854 4.770 17.728 -1.90 -0.38 1.76 -0.26
C 15.774 3.924 18.466 0.38 -0.67 -0.36 -0.07
O 17.485 4.589 14.748 -0.45 -0.52 0.90 -0.22
C 18.409 5.686 14.382 1.11 -1.30 0.26 -0.21
C 19.343 5.181 13.259 -0.42 0.06 0.07 -0.08
H 15.608 -0.621 16.785 0.17 -0.03 0.21 0.07
H 16.029 0.852 17.778 -0.39 -0.26 0.23 0.07
H 14.793 0.914 16.468 -0.14 -0.05 0.38 0.05
H 17.768 0.519 15.983 0.28 0.94 0.20 0.11
H 16.457 0.434 14.866 0.25 0.38 -0.41 0.09
H 17.310 5.464 18.435 0.21 -0.01 -0.22 0.12
H 16.239 5.326 17.021 0.83 0.12 -0.70 0.12
H 15.205 3.380 17.712 -0.18 0.10 -0.07 0.06
H 16.194 3.133 19.086 0.38 0.16 0.15 0.07
H 15.067 4.465 19.095 0.25 0.45 -0.21 0.05
H 17.893 6.611 14.125 -0.77 -0.61 -0.35 0.11
H 18.962 5.986 15.272 0.27 -0.32 0.13 0.11
H 20.079 4.443 13.577 -0.05 0.24 0.45 0.06
H 18.761 4.647 12.508 -0.26 0.23 -0.06 0.08
H 19.851 6.006 12.760 0.00 0.09 0.11 0.07
C 6.958 -7.033 11.792 -0.78 1.16 0.88 -0.05
C 7.456 -5.557 11.894 -1.11 -0.54 1.20 -0.28
O 8.848 -5.577 11.733 1.59 0.94 -0.33 -0.18
P 9.757 -4.336 12.195 0.28 -0.33 0.47 0.52
O 9.042 -3.071 12.548 0.91 -1.65 -0.46 -0.24
O 10.665 -4.976 13.413 0.04 1.26 -2.85 -0.19
C 10.039 -5.475 14.556 -1.69 -0.60 1.12 -0.31
C 11.051 -5.620 15.666 -0.51 0.05 -0.18 -0.06
O 10.776 -4.302 10.941 -2.26 0.02 0.66 -0.16
C 12.084 -3.853 11.127 1.73 -0.32 1.19 -0.31
C 13.001 -4.412 10.038 0.21 0.90 0.28 -0.04
H 7.316 -7.531 12.693 0.74 -0.30 -0.38 0.07
H 5.894 -7.079 12.024 -0.34 0.38 -0.44 0.07
H 7.113 -7.607 10.878 0.42 0.37 0.08 0.07
H 6.992 -4.717 11.377 -0.09 -0.61 -1.16 0.12
H 7.264 -5.198 12.906 -0.19 -0.46 0.48 0.10
H 9.261 -4.785 14.884 0.08 0.28 0.12 0.09
H 9.492 -6.388 14.324 0.28 -0.39 -0.12 0.12
H 11.704 -6.487 15.558 0.32 0.32 -0.33 0.08
H 11.522 -4.639 15.612 0.74 -0.23 0.61 0.08
H 10.548 -5.756 16.623 -0.13 0.27 -0.04 0.07
H 12.221 -2.778 11.243 -0.58 0.39 -0.73 0.11
H 12.324 -4.149 12.148 0.89 -0.53 -0.24 0.08
H 14.030 -4.173 10.305 0.17 -0.27 0.36 0.06
H 12.910 -5.482 9.848 -0.17 0.13 0.14 0.09
H 12.885 -3.832 9.123 -0.47 -0.27 -0.25 0.07
C 13.483 -1.451 19.484 -0.91 -0.55 0.21 -0.07
C 13.123 -2.498 18.386 1.36 2.77 0.59 -0.27
O 13.227 -3.820 18.857 1.13 -1.24 0.12 -0.16
P 14.644 -4.612 18.722 1.64 1.89 -0.41 0.55
O 15.900 -3.725 18.875 -3.17 -2.01 -0.32 -0.27
O 14.501 -5.769 19.817 -0.34 0.41 -3.40 -0.17
C 14.798 -5.458 21.117 0.77 -0.49 2.80 -0.31
C 13.990 -6.423 21.990 -0.33 0.69 0.51 -0.05
O 14.540 -5.404 17.329 -1.03 -0.03 2.19 -0.18
C 15.328 -4.965 16.251 1.93 -0.09 -2.17 -0.26
C 14.789 -5.458 14.860 -0.39 -0.13 1.30 -0.02
H 12.868 -1.708 20.346 0.00 0.23 0.16 0.05
H 14.515 -1.366 19.826 0.17 -0.57 -0.38 0.07
H 13.202 -0.458 19.134 -0.17 0.00 -0.10 0.04
H 12.123 -2.233 18.041 -0.13 -0.72 0.03 0.10
H 13.827 -2.222 17.602 -0.03 -0.79 -0.58 0.09
H 15.862 -5.529 21.341 0.26 -0.30 -0.35 0.09
H 14.575 -4.420 21.364 -0.42 0.12 -0.03 0.12
H 13.775 -7.413 21.588 0.16 0.22 -0.65 0.07
H 14.451 -6.653 22.950 0.10 0.50 0.09 0.04
H 13.058 -5.878 22.142 -0.31 -0.56 0.35 0.06
H 15.479 -3.887 16.310 -0.52 0.15 -0.46 0.09
H 16.340 -5.332 16.422 0.13 -0.30 -0.17 0.08
H 15.325 -5.071 13.994 -0.30 0.84 0.34 0.05
H 14.855 -6.521 14.628 0.26 -0.42 0.95 0.08
H 13.716 -5.272 14.901 0.08 0.47 -0.72 0.05
C 13.691 -8.758 25.769 0.77 -1.29 0.32 -0.05
C 14.636 -9.598 26.696 -0.30 1.93 -1.16 -0.32
O 13.937 -10.689 27.179 -0.65 -2.01 2.42 -0.19
P 14.528 -11.387 28.556 -2.28 -1.48 0.51 0.53
O 13.639 -12.501 29.088 2.02 2.36 -1.56 -0.27
O 16.028 -11.808 28.077 -1.37 0.98 1.66 -0.19
C 16.183 -12.956 27.251 -0.95 -0.46 -1.54 -0.31
C 16.495 -14.248 27.923 0.93 0.12 0.97 -0.08
O 14.704 -10.182 29.615 0.10 -0.23 -0.57 -0.22
C 13.592 -9.538 30.401 0.22 -0.59 -1.18 -0.18
C 13.342 -8.112 29.867 0.62 -0.54 0.29 -0.06
H 12.827 -8.341 26.287 0.27 0.15 0.25 0.07
H 14.287 -7.995 25.269 -0.18 0.09 0.01 0.05
H 13.280 -9.452 25.036 0.07 0.11 -0.26 0.07
H 15.497 -9.989 26.153 0.18 0.47 -0.17 0.09
H 14.947 -8.961 27.524 0.38 0.03 -0.03 0.10
H 15.307 -13.199 26.651 -0.43 0.87 -0.15 0.12
H 16.973 -12.661 26.560 0.09 -0.22 0.01 0.12
H 17.438 -14.026 28.422 0.22 -0.91 0.28 0.08
H 15.768 -14.622 28.644 -0.16 0.51 0.02 0.08
H 16.580 -15.033 27.172 0.38 0.13 -0.08 0.08
H 12.696 -10.151 30.304 0.04 -0.07 -0.22 0.11
H 13.901 -9.645 31.440 0.19 0.50 -0.15 0.12
H 12.575 -7.602 30.450 -0.03 -0.14 0.06 0.08
H 14.253 -7.515 29.909 0.06 -0.03 0.17 0.08
H 13.039 -8.120 28.820 -0.16 -0.25 0.06 0.06
C 21.027 -2.741 11.906 -1.72 -0.50 -0.15 -0.05
C 19.485 -3.067 11.764 2.25 -1.16 -1.03 -0.20
O 19.471 -4.419 11.115 -0.12 0.23 0.62 -0.24
P 18.182 -5.409 11.114 0.70 1.95 0.85 0.48
O 18.545 -6.778 10.706 -0.67 1.18 -0.05 -0.22
O 17.154 -4.453 10.295 0.22 -1.42 1.28 -0.21
C 17.132 -4.339 8.868 -0.30 -0.61 -0.20 -0.26
C 17.993 -3.186 8.400 -0.23 -0.15 -0.46 -0.07
O 17.602 -5.230 12.628 -0.03 0.22 -1.72 -0.20
C 18.019 -6.139 13.637 0.87 -1.54 0.58 -0.26
C 19.472 -5.955 14.115 -0.42 0.71 -0.50 -0.05
H 21.408 -3.626 12.414 0.54 0.31 0.03 0.07
H 21.490 -2.601 10.930 -0.05 -0.28 0.02 0.07
H 21.184 -1.818 12.464 -0.05 -0.13 0.24 0.07
H 19.054 -3.156 12.761 -0.42 0.21 -0.29 0.08
H 19.053 -2.363 11.053 -0.54 -0.08 0.45 0.09
H 17.441 -5.267 8.387 0.45 -0.15 0.22 0.12
H 16.065 -4.327 8.643 0.02 0.76 -0.25 0.11
H 17.632 -2.209 8.722 0.10 -0.09 0.32 0.07
H 19.022 -3.378 8.702 -0.03 0.24 0.19 0.07
H 18.005 -3.149 7.310 -0.10 -0.11 -0.11 0.08
H 17.286 -6.119 14.444 0.27 0.46 0.00 0.08
H 17.978 -7.165 13.271 -0.24 -0.02 -0.36 0.12
H 19.755 -6.749 14.806 -0.22 0.21 0.18 0.07
H 20.178 -5.989 13.285 -0.14 -0.26 -0.27 0.07
H 19.606 -4.954 14.526 -0.08 -0.10 0.47 0.04
C 5.452 -2.840 19.248 -1.19 -1.46 -0.52 -0.06
C 6.021 -3.843 20.221 1.72 1.63 1.08 -0.31
O 5.988 -5.175 19.756 -0.01 -1.84 0.30 -0.18
P 6.464 -6.408 20.750 -0.62 0.21 -0.99 0.52
O 5.829 -6.294 22.069 0.36 -0.08 -0.20 -0.23
O 6.036 -7.727 19.865 3.52 1.08 1.88 -0.17
C 4.733 -7.891 19.490 -3.90 0.31 -1.65 -0.32
C 4.106 -9.356 19.371 1.91 1.19 1.11 -0.04
O 8.084 -6.455 20.780 -1.55 -0.49 -0.83 -0.21
C 8.853 -5.579 21.644 1.16 -0.36 -0.42 -0.21
C 10.178 -6.335 22.023 -1.52 -0.09 0.31 -0.05
H 5.415 -1.793 19.547 0.69 -0.18 0.20 0.08
H 5.886 -3.027 18.266 -0.01 0.46 -0.08 0.07
H 4.404 -3.137 19.222 -0.31 0.16 -0.59 0.08
H 7.077 -3.615 20.368 0.28 0.20 0.17 0.10
H 5.553 -3.661 21.189 -0.24 -0.72 0.14 0.12
H 4.065 -7.343 20.154 0.00 -0.04 0.41 0.10
H 4.606 -7.336 18.561 0.00 -0.30 -0.45 0.11
H 3.277 -9.470 18.672 0.15 0.50 0.05 0.07
H 4.899 -10.057 19.110 -0.09 -0.10 -0.07 0.07
H 3.785 -9.556 20.394 -0.20 -0.54 -0.18 0.06
H 9.105 -4.693 21.062 -0.21 0.17 0.15 0.10
H 8.207 -5.337 22.489 0.43 0.07 0.22 0.11
H 10.653 -5.899 22.902 -0.15 0.09 0.00 0.07
H 9.814 -7.333 22.269 0.31 -0.16 0.34 0.07
H 10.937 -6.480 21.254 -0.39 0.54 -0.17 0.04